Entry 1:
{"formula": "C4H14N2O", "method": "wB97M-V/def2-TZVPD", "species": ["C", "N", "C", "C", "H", "H", "H", "H", "H", "H", "H", "H", "H", "N", "C", "O", "H", "H", "H", "H", "H"], "coordinates": [[-0.659, 0.920, 1.531], [-0.952, -0.515, 1.473], [-2.416, -0.573, 1.609], [-0.499, -1.064, 0.185], [-0.827, 1.303, 2.546], [-1.306, 1.521, 0.868], [0.363, 1.131, 1.260], [-2.681, -1.655, 1.572], [-2.632, -0.172, 2.591], [-2.912, -0.012, 0.817], [-0.832, -2.164, 0.126], [0.569, -1.066, 0.100], [-0.958, -0.570, -0.708], [3.064, -0.073, -1.509], [1.801, 0.192, -2.126], [1.098, 1.321, -1.388], [3.568, 0.817, -1.306], [2.898, -0.616, -0.623], [1.971, 0.464, -3.147], [1.116, -0.676, -2.084], [0.225, 1.485, -1.787]], "homo_lumo_gap_ev": 9.716, "lumo_energy_ev": 0.91, "e_homo_ev": -8.8, "relative_energy_kcal_mol": 46.8, "total_charge": 0, "smiles": "CN(C)C.NCO"}

Entry 2:
{"formula": "C4H14N2O", "method": "wB97M-V/def2-TZVPD", "species": ["C", "N", "C", "C", "C", "N", "H", "H", "H", "H", "H", "H", "H", "H", "H", "H", "H", "H", "O", "H", "H"], "coordinates": [[-0.689, -1.140, 1.721], [-0.470, -0.038, 0.750], [-1.748, 0.144, -0.025], [0.633, -0.226, -0.167], [1.959, -0.700, 0.457], [3.065, -0.984, -0.427], [-1.748, -1.207, 1.979], [-0.495, -2.091, 1.215], [0.146, -1.064, 2.435], [-1.414, 0.609, -0.936], [-2.415, 0.494, 0.758], [-2.086, -0.866, -0.354], [0.320, -0.939, -0.985], [0.890, 0.551, -0.912], [2.122, 0.105, 1.196], [1.670, -1.582, 1.055], [2.740, -1.422, -1.288], [3.296, -0.042, -0.808], [-2.104, 3.733, -1.861], [-2.468, 2.942, -2.248], [-1.204, 3.724, -1.554]], "homo_lumo_gap_ev": 9.248, "lumo_energy_ev": 0.70, "e_homo_ev": -8.5, "relative_energy_kcal_mol": 64.9, "total_charge": 0, "smiles": "CN(C)CCN.O"}